# 1
Below is a structure of composition C27H64O39S11 at a distorted geometry, with properties calculated with ωB97M-V/def2-TZVPD.

charge: 0
molecular weight: 1365.51 u
HOMO level: -10.5 eV
Kohn-Sham gap: 10.70 eV
E_tot: -228068.009 eV
multiplicity: 1

Last column: Löwdin charge in e.
Positions of all 141 atoms, in Å:
1 S 3.5893 7.4643 0.4383  0.53
2 S -3.3510 -3.4244 -3.9191  0.62
3 S -2.3078 3.7174 0.3775  0.55
4 S -3.1245 0.5400 3.4412  0.54
5 S -1.6373 3.9081 -4.5602  0.54
6 S 1.6483 2.0309 2.1923  0.60
7 S -0.9526 -2.2329 -0.7542  0.60
8 S 3.1120 -1.0461 -3.0707  0.57
9 S 4.2811 -3.9239 1.5146  0.51
10 S 0.3253 -5.0634 3.0821  0.59
11 S -5.7616 -3.9480 0.9953  0.59
12 O 3.7163 -5.0902 1.0169  -0.24
13 O -3.3075 -0.9188 3.9622  -0.17
14 O 4.3956 -3.7581 2.8938  -0.25
15 O 4.5789 6.5794 0.9420  -0.29
16 O -5.0131 -5.1468 0.8277  -0.24
17 O -3.9089 0.6015 2.2650  -0.23
18 O 0.8452 -6.3174 2.3031  -0.25
19 O 3.9705 -0.6402 -4.1154  -0.20
20 O -3.9730 -4.9309 -4.1001  -0.21
21 O 3.0697 -0.2355 -1.9095  -0.22
22 O 1.6105 -1.2610 -3.5844  -0.19
23 O 2.6854 3.0889 2.7955  -0.21
24 O -3.4278 1.5299 4.3617  -0.20
25 O -7.0159 -4.0154 1.7340  -0.25
26 O -1.1310 -1.4867 -2.1196  -0.20
27 O 1.8338 0.7049 2.7582  -0.23
28 O -1.4218 4.8034 0.1840  -0.28
29 O -3.0823 -3.5554 -2.3415  -0.25
30 O -0.0765 4.0017 -4.3078  -0.27
31 O -1.5649 0.4952 3.2689  -0.17
32 O 3.4303 -2.5346 -2.7353  -0.18
33 O -4.8919 -2.7785 1.5222  -0.20
34 O -2.7571 3.4868 1.9363  -0.29
35 O 0.3592 2.6502 2.2618  -0.23
36 O -2.2005 3.0798 -3.5484  -0.28
37 O -0.4344 -3.5565 -1.0484  -0.24
38 O 0.1697 -1.2550 -0.1306  -0.21
39 O 0.5228 -3.9441 2.1972  -0.30
40 O -2.1618 -2.1144 -0.0017  -0.21
41 O -4.3556 -2.4505 -4.1342  -0.21
42 O -1.9431 2.4893 -0.2273  -0.26
43 O -6.0857 -3.3749 -0.4820  -0.19
44 O 2.1775 2.0767 0.7204  -0.22
45 O -2.0868 -3.2999 -4.6029  -0.25
46 O 3.0253 7.0485 -0.7835  -0.28
47 O -2.0901 5.2595 -4.6339  -0.27
48 O -0.8880 -5.2983 3.8187  -0.26
49 O 5.6416 -3.7534 0.6844  -0.26
50 O 2.4696 7.6754 1.5662  -0.26
51 C -1.1082 -0.8454 3.1046  -0.14
52 C 1.7601 -5.0425 4.1816  -0.10
53 C 3.1356 3.0783 0.4609  -0.14
54 C 0.8054 -6.3802 0.9022  -0.30
55 C 1.6198 -2.5153 -4.3122  -0.07
56 C -2.3328 4.5291 3.0244  -0.15
57 C 7.1603 -4.9817 -0.7369  -0.07
58 C -0.8806 -0.0347 -1.9155  -0.08
59 C -3.8766 4.2116 -0.2497  -0.10
60 C -2.1543 -1.7611 3.7749  -0.10
61 C 1.0418 7.2215 1.1934  -0.19
62 C 0.1242 0.1019 -0.7322  -0.09
63 C 4.2514 9.1412 0.3720  -0.09
64 C 0.3746 4.4279 -2.9918  -0.21
65 C 3.4874 -2.5149 0.8658  -0.09
66 C -3.4744 4.7029 4.0142  -0.07
67 C -5.2806 -1.5567 0.7384  -0.11
68 C -3.8287 -5.7175 -2.8172  -0.10
69 C -0.5338 -6.8236 0.3667  -0.06
70 C -1.7161 3.1473 -6.1420  -0.11
71 C 6.6335 -4.8076 0.6729  -0.26
72 C 0.8334 3.2371 -2.0991  -0.03
73 C -5.3734 -2.1080 -0.6276  -0.16
74 C 0.1308 7.6216 2.3037  -0.09
75 C -2.7600 -4.9869 -2.1157  -0.17
76 C 2.5052 -3.3884 -3.2816  -0.15
77 C 3.8092 3.3474 1.8838  -0.08
78 H -4.4036 -2.2745 -1.0408  0.08
79 H 7.6430 -4.0770 -1.0702  0.07
80 H -3.6914 4.4573 -1.2738  0.06
81 H -0.0083 8.7262 2.4691  0.09
82 H 1.6820 -5.9907 4.8108  0.10
83 H -0.5446 -6.8250 -0.7513  0.09
84 H 3.9376 2.5947 -0.1256  0.15
85 H 3.5572 -2.5649 -0.2398  0.07
86 H 0.4896 7.3909 3.3397  0.10
87 H -1.3626 2.0708 -6.0411  0.11
88 H -4.5552 3.3580 -0.0877  0.09
89 H 6.2255 -5.7432 1.0827  0.12
90 H 1.7259 -4.1760 4.7380  0.03
91 H -2.4240 -2.5692 3.0943  0.13
92 H 4.3692 9.3293 1.4394  0.07
93 H -0.0790 -0.8959 3.5226  0.14
94 H -2.7432 3.3212 -6.4690  0.08
95 H 2.7110 -4.9965 3.6008  0.05
96 H -0.8162 -7.8287 0.7383  0.09
97 H 5.1753 9.1769 -0.1193  0.05
98 H 2.1274 -2.3081 -5.2041  0.11
99 H 3.0166 -4.1757 -3.7939  0.13
100 H 1.1215 5.1656 -3.2170  0.11
101 H -4.8424 -5.7117 -2.3210  0.15
102 H 3.3984 9.7506 -0.0007  0.09
103 H -1.7432 0.5293 -1.7843  0.09
104 H 1.6255 2.5971 -2.5997  0.11
105 H 2.4446 -2.5867 1.2529  0.08
106 H -1.2753 -6.1036 0.7223  0.07
107 H 1.0630 -5.4150 0.4731  0.09
108 H -1.9929 5.4273 2.4943  0.08
109 H -0.5137 0.3210 -2.8807  0.13
110 H -3.2840 5.4925 4.7658  0.09
111 H -4.1354 5.1473 0.1814  0.06
112 H 7.8457 -5.8387 -0.7076  0.09
113 H 7.5346 -4.5395 1.3082  0.14
114 H 6.3660 -5.1894 -1.4566  0.08
115 H -3.5551 -6.7419 -3.1080  0.14
116 H -0.9189 7.2347 2.1619  0.08
117 H 1.8323 -3.7452 -2.4893  0.13
118 H -3.7730 3.7648 4.4770  0.05
119 H 3.9858 -1.6736 1.3144  0.07
120 H 1.2529 3.6653 -1.1672  0.06
121 H -5.9932 -1.4675 -1.2309  0.14
122 H -1.0632 -1.1085 2.0393  0.10
123 H -4.5299 -0.7572 0.9646  0.11
124 H 0.6622 -2.9182 -4.3766  0.10
125 H 1.1269 0.2672 -1.0511  0.07
126 H 0.8156 7.6422 0.1975  0.13
127 H -0.3969 5.0438 -2.4357  0.13
128 H -1.7609 -5.2288 -2.4559  0.12
129 H 0.9002 6.1736 1.1233  0.09
130 H -4.4552 4.9890 3.5830  0.08
131 H -1.0358 3.7189 -6.7010  0.05
132 H 4.5596 2.6127 2.0916  0.11
133 H -1.9143 -2.1096 4.7396  0.12
134 H -6.2428 -1.2770 1.1738  0.14
135 H -2.7782 -5.1572 -1.0321  0.13
136 H -0.1076 0.7494 0.0695  0.09
137 H 4.0891 4.4295 2.1398  0.14
138 H 1.6190 -7.0359 0.6446  0.12
139 H -0.0316 2.6309 -1.8838  0.04
140 H -1.4760 4.0774 3.5339  0.11
141 H 2.6858 3.9953 0.0394  0.11


# 2
Below is a structure of composition C23H20CoN7O10, with properties calculated with ωB97M-V/def2-TZVPD.

charge: -1
molecular weight: 613.39 u
HOMO level (spin up / spin down): -4.4 / -4.3 eV
Kohn-Sham gap (spin up / spin down): 6.89 / 6.86 eV
ΔE to the lowest compared entry with this formula, charge and spin: 7.2 kcal per mole
E_tot: -92709.795 eV
multiplicity: 2

Last column: Löwdin charge in e.
Positions of all 61 atoms, in Å:
1 Co -0.5041 0.2870 -0.3054  0.62
2 O -0.0156 -3.9986 -2.5908  0.08
3 O -0.7046 -1.3606 0.7448  -0.07
4 O -5.0331 -2.6361 2.2643  0.10
5 O -0.4600 1.7748 -1.4681  -0.12
6 O -2.4723 -0.1192 -0.8686  -0.05
7 O 0.5145 3.5984 -2.0852  0.02
8 O 1.2348 2.5671 -0.3262  -0.01
9 O -0.9283 -2.0303 -2.1202  0.09
10 O -5.2635 -1.2277 -0.3340  0.08
11 O -2.1718 -2.5845 3.0551  0.05
12 N -1.5854 0.8794 3.6015  0.18
13 N -3.2241 -2.5176 -3.2873  0.03
14 N -1.1632 1.2920 1.4664  0.15
15 N 1.3825 -0.3234 -1.1726  0.14
16 N 1.4002 0.2274 1.4880  -0.07
17 N 2.8566 -1.9719 -1.1033  0.18
18 N 0.4598 2.6866 -1.2738  -0.53
19 C -2.8835 -0.9427 0.0145  -0.32
20 C -2.2295 -3.5731 -3.4196  -0.16
21 C -2.6537 -2.1784 2.0032  -0.30
22 C -0.9398 -3.2284 -2.6815  -0.52
23 C -4.9311 2.2872 2.8159  -0.10
24 C -1.9697 -1.5503 0.8917  -0.29
25 C 3.0725 -2.3579 -3.6067  -0.03
26 C -0.6937 0.8023 2.5794  -0.28
27 C 1.2193 -0.1939 -3.6864  0.00
28 C 1.6902 -0.7860 -4.8441  -0.09
29 C -4.6451 2.5739 1.4720  -0.08
30 C -2.4580 1.7178 1.7530  -0.20
31 C -4.2477 -1.3992 0.3091  -0.29
32 C 0.6879 0.2264 2.7409  -0.12
33 C -2.7498 1.4395 3.0878  -0.18
34 C 1.6887 -0.6975 -2.4785  -0.20
35 C 2.6021 -1.8531 -4.8053  -0.10
36 C -4.1253 -2.1613 1.6278  -0.27
37 C 2.5939 -1.7564 -2.4507  -0.19
38 C -3.9893 1.7143 3.6515  -0.02
39 C 2.0874 -1.0973 -0.4004  -0.27
40 C -3.4100 2.2928 0.9190  0.00
41 C 2.1341 -0.9453 1.0970  -0.13
42 H 3.3275 -2.7682 -0.7134  0.16
43 H 1.3467 -0.4220 -5.8042  0.10
44 H 2.9443 -2.2911 -5.7347  0.09
45 H 0.5631 -0.8009 3.0869  0.13
46 H -1.9552 -3.6944 -4.4672  0.12
47 H -5.9179 2.5066 3.2041  0.10
48 H -5.4201 3.0037 0.8506  0.10
49 H -3.8811 -2.5047 -4.0520  0.08
50 H 3.1899 -0.9345 1.4041  0.12
51 H 1.7882 1.1138 1.1977  0.11
52 H 3.7656 -3.1890 -3.5761  0.11
53 H -2.5501 -4.5518 -3.0525  0.12
54 H -3.7509 -2.5807 -2.4230  0.08
55 H 0.5043 0.6193 -3.6969  0.12
56 H 1.2083 0.7876 3.5272  0.12
57 H -1.7451 -1.5438 -2.3636  0.09
58 H -4.2192 1.4644 4.6793  0.11
59 H -1.5148 0.3488 4.4531  0.17
60 H 1.6592 -1.8184 1.5467  0.13
61 H -3.1879 2.4627 -0.1265  0.12


Among the records above, which one has the highest molecular weight?
C27H64O39S11


The highest E_tot belongs to which entry?
C23H20CoN7O10